# C4H14BN2

A 2-piece molecular cluster, C4H14BN2 overall in a non-equilibrium geometry (ωB97M-V/def2-TZVPD, OMol25).

Properties
Energy relative to the best compared isomer or geometry (same formula, charge and spin): 0.617 eV
Multiplicity: 1
E_tot: -8023.5958 eV
Charge: +1
Maximum force: 4.3 eV/Å
HOMO-LUMO gap: 10.2536 eV

XYZ file:
```
21
Properties=species:S:1:pos:R:3:forces:R:3
B 0.513541 0.108666 2.029174 0.981 -0.492 -0.210
C -3.049654 0.272289 2.110083 0.010 1.389 -2.490
C 1.274742 1.488208 -1.309662 -1.150 -1.335 -0.010
C 0.211424 -1.208558 -0.219466 -2.582 -1.650 0.525
C 1.335019 -1.158648 -1.223706 2.114 1.272 3.523
N 0.450715 -0.433340 0.904646 -0.187 1.155 1.061
N 1.339042 0.144974 -2.013890 -0.685 -1.978 -2.233
H -2.111077 -0.073771 1.585769 -1.069 0.716 0.401
H 0.907454 0.497226 3.077356 -0.582 0.092 -0.356
H -3.409268 1.319959 1.802862 0.835 -1.512 -0.103
H -3.854491 -0.410367 1.843745 0.046 -0.102 0.519
H -2.845159 0.405881 3.127400 0.083 -0.484 1.674
H 1.503984 2.217324 -2.028064 0.245 1.008 -0.925
H 0.321883 1.682780 -0.825974 -0.223 -0.342 -0.383
H 1.978489 1.469220 -0.530125 1.165 -0.090 0.837
H -0.725455 -0.959608 -0.765659 0.236 0.695 0.172
H -0.223678 -2.222090 0.200951 1.875 1.094 -1.320
H 1.263091 -1.968366 -1.870969 0.173 -1.216 -1.512
H 2.333124 -1.141414 -0.645912 -1.471 -0.387 -0.984
H 0.512808 -0.112027 -2.708022 2.105 1.761 1.297
H 2.273463 0.081662 -2.540539 -1.920 0.407 0.517
```
Positions in Å, forces in eV/Å.

These are the Mulliken partial charges, in e, on atoms 1 to 4:
1. B -0.69
2. C -0.64
3. C -0.84
4. C -0.45